No. 1
Entry from the OMol25 dataset: a molecular structure, C5H4N2O2 (ωB97M-V with the def2-TZVPD basis set).

Geometry as ORCA input:
```
! RIJCOSX wB97M-V def2-TZVPD def2/J DEFGRID3
* xyz 0 1
C -1.23 -1.91 -0.15
C -0.75 -0.63 -0.20
C 0.40 0.05 -0.08
C -1.94 0.90 0.06
C 1.87 -0.36 0.05
N -1.63 -2.99 -0.05
N 0.23 1.41 -0.26
O -3.12 0.91 0.15
O -1.10 1.90 0.05
H 2.46 0.34 -0.54
H 1.93 -1.40 -0.27
H 1.87 -0.31 1.15
H 1.03 2.09 0.08
*
```

Computed properties:
Energy   -12320.9406 eV
LUMO   0.00892 Ha
Energy above the lowest of the compared OMol25 structures with the same formula, charge and spin   399.2 kJ/mol
Highest occupied orbital energy   -0.3425 Ha

=====

No. 2
Entry from the OMol25 dataset: 2 unconnected molecules or ions with the total composition C2H6NO2 (ωB97M-V with the def2-TZVPD basis set).

Geometry as ORCA input:
```
! RIJCOSX wB97M-V def2-TZVPD def2/J DEFGRID3
* xyz -1 1
C 0.93 -0.70 -0.32
C -0.44 0.86 0.74
N 0.66 0.67 0.09
O 1.40 1.71 -0.41
O -2.06 0.51 -0.23
H 0.00 -1.02 -0.88
H 1.97 -0.74 -0.94
H 1.01 -1.42 0.50
H -0.84 0.10 1.38
H -0.59 1.80 0.95
H -1.80 1.04 -1.06
*
```

Computed properties:
Energy   -7752.9860 eV
LUMO   0.16228 Ha
Energy above the lowest of the compared OMol25 structures with the same formula, charge and spin   509.5 kJ/mol
Highest occupied orbital energy   -0.0749 Ha

=====

> Number 2 is which compound?

C2H6NO2

=====

> What is the formula in the second record?

C2H6NO2

=====

Please write out number 1 again, unchanged.
Entry from the OMol25 dataset: a molecular structure, C5H4N2O2 (ωB97M-V with the def2-TZVPD basis set).

Geometry as ORCA input:
```
! RIJCOSX wB97M-V def2-TZVPD def2/J DEFGRID3
* xyz 0 1
C -1.23 -1.91 -0.15
C -0.75 -0.63 -0.20
C 0.40 0.05 -0.08
C -1.94 0.90 0.06
C 1.87 -0.36 0.05
N -1.63 -2.99 -0.05
N 0.23 1.41 -0.26
O -3.12 0.91 0.15
O -1.10 1.90 0.05
H 2.46 0.34 -0.54
H 1.93 -1.40 -0.27
H 1.87 -0.31 1.15
H 1.03 2.09 0.08
*
```

Computed properties:
Energy   -12320.9406 eV
LUMO   0.00892 Ha
Energy above the lowest of the compared OMol25 structures with the same formula, charge and spin   399.2 kJ/mol
Highest occupied orbital energy   -0.3425 Ha

=====

What did the second record say?
Entry from the OMol25 dataset: 2 unconnected molecules or ions with the total composition C2H6NO2 (ωB97M-V with the def2-TZVPD basis set).

Geometry as ORCA input:
```
! RIJCOSX wB97M-V def2-TZVPD def2/J DEFGRID3
* xyz -1 1
C 0.93 -0.70 -0.32
C -0.44 0.86 0.74
N 0.66 0.67 0.09
O 1.40 1.71 -0.41
O -2.06 0.51 -0.23
H 0.00 -1.02 -0.88
H 1.97 -0.74 -0.94
H 1.01 -1.42 0.50
H -0.84 0.10 1.38
H -0.59 1.80 0.95
H -1.80 1.04 -1.06
*
```

Computed properties:
Energy   -7752.9860 eV
LUMO   0.16228 Ha
Energy above the lowest of the compared OMol25 structures with the same formula, charge and spin   509.5 kJ/mol
Highest occupied orbital energy   -0.0749 Ha